ORCA calculation (ωB97M-V/def2-TZVPD) on 9 unconnected molecules or ions with the total composition C13H43N10O11.

Element x y z (Å)
O  -0.8803  0.0537  -0.5100
C  0.0282  -0.1385  0.4947
O  1.2485  0.1146  0.3236
O  -0.4602  -0.4910  1.6029
H  -1.6086  -0.0042  0.1493
C  0.1694  -3.4254  3.6267
O  0.5406  -4.3052  4.4061
N  1.0340  -2.5343  3.0536
N  -1.1372  -3.1797  3.3539
H  0.5981  -1.8551  2.4384
H  2.0203  -2.7012  3.0582
H  -1.7886  -3.7475  3.8609
H  -1.3704  -2.4703  2.6840
C  -2.0032  0.3510  5.1615
O  -2.7014  0.9218  5.9922
N  -2.3104  0.1976  3.8423
N  -0.8140  -0.2629  5.5189
H  -1.5896  -0.1084  3.1982
H  -2.8470  0.9934  3.5177
H  -0.5875  -0.3621  6.4889
H  -0.1487  -0.4397  4.7905
C  3.2764  -1.9571  -1.7253
O  4.2739  -2.4943  -2.2370
N  2.9986  -1.9623  -0.4086
N  2.3813  -1.2990  -2.5136
H  3.6757  -2.3985  0.1895
H  2.2544  -1.3729  -0.0487
H  2.6831  -1.3992  -3.4701
H  1.9612  -0.4542  -2.1567
C  -4.7721  1.1780  0.4486
O  -4.9180  2.3972  0.3563
N  -3.7143  0.5254  -0.1308
N  -5.6319  0.3819  1.1154
H  -3.1810  1.0109  -0.8309
H  -3.6316  -0.4731  -0.0844
H  -5.4024  -0.5917  1.1072
H  -6.4313  0.8203  1.5315
C  3.7130  3.2043  1.4288
C  4.4751  1.9861  0.8213
C  5.9791  2.0784  1.0301
O  6.5789  2.9986  0.1423
C  7.9302  3.2852  0.4022
N  3.9536  0.7893  1.5151
H  4.0257  4.1745  1.0440
H  3.7245  3.1994  2.5184
H  2.6761  2.9906  1.1647
H  4.2428  1.8466  -0.2346
H  6.3357  1.0527  0.8587
H  6.3092  2.3481  2.0413
H  8.0395  3.6486  1.4288
H  8.2688  3.9965  -0.3474
H  8.5163  2.3674  0.2677
H  3.1923  0.5110  0.8834
H  3.2235  1.1060  2.1562
C  -5.9454  -2.0249  -5.3976
C  -4.7466  -1.2834  -4.7963
C  -3.3632  -1.7383  -5.3351
O  -2.3472  -0.8881  -4.8752
C  -1.7889  -1.2371  -3.6248
N  -4.9203  0.1281  -5.2117
H  -6.8446  -1.6497  -4.9130
H  -5.9715  -3.1183  -5.3636
H  -5.9974  -1.8268  -6.4706
H  -4.7524  -1.3094  -3.7052
H  -3.4454  -1.6033  -6.4169
H  -3.2054  -2.8122  -5.1926
H  -0.9500  -0.6406  -3.2777
H  -1.4299  -2.2716  -3.6597
H  -2.5528  -1.2298  -2.8388
H  -4.2630  0.3046  -5.9670
H  -4.5340  0.7477  -4.5056
O  1.4795  1.7283  3.1426
H  0.5995  1.9982  3.4257
H  1.3205  1.1134  2.4069
O  0.6658  2.5966  -1.2061
H  -0.0693  3.1223  -0.8760
H  0.6631  1.7929  -0.6576

Atomic forces in eV per Å
O -0.01 -0.21 1.33
C 1.87 0.20 1.11
O -1.23 0.03 -0.79
O -0.50 -0.19 -0.23
H -0.66 0.12 -1.17
C 1.34 -0.25 1.12
O -0.39 0.18 -0.54
N -0.93 0.11 -0.24
N 0.15 -0.24 -0.11
H 0.67 0.19 -0.11
H 0.02 -0.09 0.05
H -0.28 0.21 -0.19
H -0.44 -0.01 0.06
C 1.02 -0.47 1.70
O -0.05 -0.18 -0.66
N -0.50 0.77 -0.56
N -0.84 0.32 -0.58
H -0.02 0.11 0.00
H -0.10 -0.32 -0.19
H 0.13 0.16 -0.03
H 0.39 -0.36 0.20
C 1.64 -0.43 -0.32
O -0.95 -0.02 0.63
N -0.07 -0.27 0.10
N -0.39 -0.17 -0.37
H 0.01 0.21 0.10
H 0.30 -0.16 0.12
H -0.26 0.71 -0.04
H -0.09 0.01 -0.26
C -0.01 1.83 -0.47
O 0.13 -0.95 0.01
N 0.24 -0.13 0.05
N 0.41 -0.18 -0.19
H -0.06 0.09 0.03
H -0.08 -0.09 -0.20
H -0.74 -0.24 0.52
H -0.04 -0.36 0.18
C -0.11 -0.67 -1.05
C -0.23 1.26 1.70
C 0.56 -0.72 -0.24
O -0.52 0.43 -0.56
C -0.45 -0.87 -0.10
N -1.64 -0.21 -0.67
H 0.01 -0.03 -0.07
H 0.41 -0.08 0.01
H -0.14 0.60 -0.06
H 0.34 0.45 -0.14
H 0.37 0.08 -0.11
H -0.58 -0.03 0.28
H 0.26 0.18 -0.04
H -0.05 0.23 0.18
H 0.22 0.04 0.20
H 0.89 -0.94 -0.44
H 1.17 0.37 1.06
C 0.16 -0.43 -0.15
C 0.35 0.32 -0.70
C -1.31 0.00 0.03
O 0.80 0.21 -0.09
C -0.53 -1.28 0.47
N 0.32 0.40 0.37
H -0.09 0.03 -0.19
H 0.38 -0.01 0.55
H -0.06 0.40 0.06
H -0.11 -0.20 0.02
H 0.28 0.07 -0.11
H 0.39 0.02 0.43
H -0.15 0.53 -0.60
H 0.10 -0.06 -0.05
H -0.04 0.20 0.08
H -0.26 -0.07 -0.28
H -0.22 -0.11 0.22
O -0.26 -0.21 -0.08
H 0.03 -0.03 0.02
H -0.18 0.04 0.11
O -0.06 -0.05 0.14
H 0.04 -0.02 -0.03
H 0.26 0.21 -0.25

highest occupied orbital energy	-0.2608	Ha
charge	-1
E	-51608.42189	eV